C3H10N2O | wB97M-V/def2-TZVPD

The calculation puts the lowest unoccupied orbital energy at 0.86 eV. Its total energy is -305.03631 a.u. Its SMILES is CC/N=C\N.O. The HOMO energy comes out at -0.3409 hartree. The energy above the lowest of the compared OMol25 structures with the same formula, charge and spin comes out at 1.043 eV. The value obtained for the gap between HOMO and LUMO is 10.1 eV.

```
16
Properties=species:S:1:pos:R:3:lowdin_charge:R:1
C -0.383 2.250 0.067 -0.10
C 0.559 1.093 -0.197 -0.32
N 0.127 -0.117 0.494 -0.01
C 0.959 -1.080 0.545 -0.29
N 2.152 -1.065 -0.144 0.09
H 0.131 3.117 0.483 0.06
H -0.988 2.595 -0.772 0.06
H -1.105 1.972 0.841 0.07
H 0.661 0.860 -1.265 0.11
H 1.551 1.418 0.138 0.11
H 0.832 -1.916 1.222 0.12
H 2.125 -0.461 -0.953 0.07
H 2.877 -1.761 -0.089 0.09
O -2.903 -1.150 -0.467 -0.07
H -2.038 -0.748 -0.323 -0.01
H -3.498 -0.399 -0.535 0.03
```